[1]
Here is C15H14AuI2N3O5S as an isolated structure from OMol25. Energies are from wB97M-V/def2-TZVPD.

The geometry in XYZ format:
```
41
Properties=species:S:1:pos:R:3:forces:R:3
Au -0.7021 -1.2224 0.1325 0.2 -0.1 0.4
I 2.2822 2.9583 -4.7553 -0.1 -0.1 0.1
C 1.6090 1.2309 -3.8322 0.0 0.1 -0.1
C 0.5114 0.5543 -4.3680 0.1 -0.1 0.1
C 0.0560 -0.5781 -3.7410 0.0 -0.1 0.0
I -1.6331 -1.5749 -4.3799 0.1 0.1 0.0
C 0.7095 -1.0837 -2.5433 -0.1 0.1 0.2
O 0.2981 -2.0805 -1.9239 0.1 -0.3 -0.5
C 1.8295 -0.3197 -2.0130 0.0 0.1 0.0
C 2.3835 -0.7655 -0.6874 -0.1 0.0 -0.1
N 1.4144 -0.4834 0.3879 -0.5 0.0 -0.1
C 1.8818 -0.8708 1.7269 -0.1 0.0 0.0
C 0.7555 -0.7920 2.7287 0.0 -0.1 -0.1
C 0.8690 -0.1596 3.9498 0.1 0.0 0.1
C -0.2283 -0.1476 4.7991 0.0 0.0 0.0
C -1.4018 -0.7669 4.4036 0.0 0.0 0.0
C -1.4452 -1.3680 3.1572 0.1 -0.1 0.0
N -0.3828 -1.3835 2.3546 -0.1 0.2 0.1
C 2.2566 0.7996 -2.6528 0.0 0.0 0.0
H 0.0070 0.9325 -5.2449 0.0 0.0 0.0
H 3.3313 -0.2606 -0.4835 0.0 0.0 0.0
H 2.5503 -1.8425 -0.7091 0.0 0.0 0.1
H 1.1677 0.5095 0.3962 0.1 0.1 0.1
H 2.7201 -0.2523 2.0546 0.0 0.0 0.0
H 2.2224 -1.9066 1.6683 0.0 0.0 0.0
H 1.7933 0.3307 4.2259 0.0 0.0 0.0
H -0.1691 0.3581 5.7542 0.0 0.0 0.0
H -2.2779 -0.7688 5.0366 0.0 0.0 0.0
H -2.3369 -1.8393 2.7608 0.0 0.0 0.0
H 3.0718 1.3850 -2.2468 0.0 0.0 0.0
O -4.1541 -2.5834 -1.4954 0.2 0.1 0.3
C -3.3643 -2.2529 -0.6785 0.0 0.0 -0.2
N -2.6099 -1.9426 0.2056 -0.2 -0.1 -0.1
C -2.3985 2.7677 -0.4358 0.0 -0.1 -0.1
S -0.8936 1.8405 -0.5677 0.0 0.1 -0.2
O 0.0914 2.6332 -1.2741 -0.1 0.1 0.0
O -0.5165 1.5321 0.8167 0.1 0.0 0.0
O -1.2467 0.6005 -1.3190 0.1 0.1 0.2
H -2.2962 3.4294 0.4205 0.0 0.1 -0.1
H -3.2018 2.0501 -0.2755 0.0 0.1 0.0
H -2.5528 3.3332 -1.3527 0.0 -0.1 0.0
```
Forces are in eV/Å.

Energy relative to the best compared isomer or geometry (same formula, charge and spin) ... 5.9 kcal per mole
Spin multiplicity ... 3
E_LUMO (spin up / spin down) ... -0.05 / -2.55 eV
Kohn-Sham gap (spin up / spin down) ... 0.2975 / 0.2367 Ha
HOMO energy (spin up / spin down) ... -0.29918 / -0.33032 Ha
Calculated total energy ... -61217.167 eV


[2]
Here is a single C15H14F3N3OS molecule from OMol25. Energies are from wB97M-V/def2-TZVPD.

The geometry in XYZ format:
```
37
Properties=species:S:1:pos:R:3:forces:R:3
O -0.9757 -2.6516 -2.2501 -1.3 -0.7 -0.3
F 5.5346 4.8241 2.1562 0.9 -0.7 0.5
F 6.9239 3.1564 1.6664 -0.5 0.6 0.5
F 5.9737 3.2093 3.6194 0.1 0.5 0.0
N 1.3397 0.4964 0.2960 -0.2 0.2 1.1
S -2.7393 -1.9393 1.1301 0.6 -0.4 -1.0
C -1.4533 -2.3133 -1.1848 1.1 -0.7 -2.1
C 0.6495 0.4153 1.4277 -0.2 0.3 -0.1
C -0.6589 -0.2331 1.6165 0.1 -0.3 -0.1
C -1.2162 -1.1195 0.7366 0.4 1.4 2.5
C 3.4915 1.6612 -0.1978 1.7 0.6 0.2
C 4.5965 2.3412 0.3802 -0.7 0.4 0.2
C 3.5088 2.3371 2.5492 0.4 0.7 1.1
C 2.4740 1.2453 0.6299 -0.5 -0.3 0.2
C 2.4785 1.5999 1.9998 -0.4 -0.2 -1.2
C 4.5925 2.7310 1.7609 -0.4 -1.5 -1.5
N -0.6746 -1.5176 -0.4269 0.4 1.2 0.1
N 1.2844 1.0800 2.4769 0.2 -0.3 -0.7
C 5.7813 3.4862 2.3265 -1.0 -0.4 -1.1
C -5.4841 -1.8247 -3.4404 0.4 0.0 -0.1
C -2.8285 -2.6231 -0.6130 -0.2 0.6 0.8
C -4.1779 -2.3285 -2.8206 -0.3 0.6 1.0
C -3.9712 -1.8883 -1.3190 0.1 0.2 -1.5
H -1.2033 -0.0808 2.5564 0.4 0.1 -0.4
H 3.4425 1.4405 -1.2649 0.2 0.0 0.3
H 5.4474 2.6368 -0.2465 -0.5 -0.2 0.3
H 3.4843 2.6346 3.6029 0.0 -0.2 -0.3
H 0.1302 -1.0167 -0.8684 -0.7 -0.6 0.8
H 0.9044 1.2746 3.3738 -0.3 -0.1 0.5
H -5.6162 -2.2006 -4.4656 0.1 -0.1 0.3
H -6.3349 -2.1420 -2.8427 -0.2 0.2 0.0
H -5.4404 -0.7399 -3.5291 -0.3 0.1 0.2
H -3.0395 -3.6945 -0.5837 0.3 0.1 0.0
H -3.3660 -1.9450 -3.4256 0.4 -0.3 0.0
H -4.1906 -3.4092 -2.8397 0.3 -0.4 -0.1
H -3.8012 -0.7997 -1.2393 -0.1 -0.4 -0.1
H -4.8658 -2.1026 -0.7474 -0.3 0.0 0.1
```
Forces are in eV/Å.

Energy relative to the best compared isomer or geometry (same formula, charge and spin) ... 0.0 kcal per mole
SMILES ... CCC[C@@H]1S/C(=C/c2nc3ccc(C(F)(F)F)cc3[nH]2)NC1=O
E_LUMO ... 0.23 eV
Kohn-Sham gap ... 0.3051 Ha
HOMO energy ... -0.29664 Ha
Calculated total energy ... -41289.201 eV


[3]
Here is a single C15H14N2O5 molecule from OMol25. Energies are from wB97M-V/def2-TZVPD.

The geometry in XYZ format:
```
36
Properties=species:S:1:pos:R:3:forces:R:3
O 2.7644 1.2038 -1.7461 0.0 0.0 0.0
C 2.0446 0.2297 -1.7507 -0.1 0.1 0.0
O 0.7446 0.2649 -1.4520 0.2 -0.4 -0.1
C 0.1684 1.5330 -1.1456 -0.1 0.6 0.3
H -0.8987 1.3273 -1.0483 0.1 0.0 -0.1
H 0.3424 2.2275 -1.9753 0.0 -0.1 0.1
C 0.7233 2.1577 0.1521 -0.3 -0.5 -0.2
O 1.6814 3.1446 -0.1042 0.3 0.3 0.0
H 2.3699 2.7478 -0.6675 -0.3 0.0 0.2
C -0.3968 2.8482 0.9432 0.8 0.3 0.0
H 0.0228 3.2082 1.8869 -0.1 0.0 -0.2
H -0.7871 3.6874 0.3658 0.0 -0.1 0.1
O -1.4985 1.9894 1.1908 -0.3 -0.2 -0.1
C -1.3509 1.0804 2.1715 0.2 0.0 0.2
O -0.3498 0.9664 2.8314 -0.1 0.0 -0.1
C -2.5635 0.2456 2.3431 -0.3 -0.2 0.0
C -3.7066 0.4029 1.5620 0.1 -0.1 0.2
C -4.7885 -0.4262 1.8003 0.1 0.0 0.0
C -4.6841 -1.3761 2.8078 -0.2 0.1 -0.2
N -3.6031 -1.5318 3.5543 0.0 -0.4 0.4
C -2.5717 -0.7438 3.3288 0.4 0.4 -0.2
H -1.7006 -0.8907 3.9529 0.1 0.1 0.0
H -5.5038 -2.0463 3.0311 -0.1 0.0 -0.1
H -5.6935 -0.3385 1.2196 -0.1 0.0 0.0
H -3.7380 1.1599 0.7932 0.0 0.0 0.0
H 1.1426 1.3474 0.7714 -0.1 0.1 -0.1
C 2.5131 -1.1310 -2.0963 0.2 -0.3 -0.1
C 3.8515 -1.3212 -2.4395 -0.2 0.0 0.1
C 4.2799 -2.5953 -2.7632 -0.1 0.1 0.0
C 3.3510 -3.6272 -2.7306 0.3 0.1 -0.1
N 2.0803 -3.4556 -2.4046 -0.3 -0.5 0.0
C 1.6692 -2.2425 -2.0943 0.0 0.5 0.1
H 0.6252 -2.1444 -1.8316 0.0 0.1 0.0
H 3.6335 -4.6424 -2.9762 0.1 0.0 0.0
H 5.3063 -2.7859 -3.0342 0.1 0.0 0.0
H 4.5208 -0.4734 -2.4458 0.0 0.0 0.0
```
Forces are in eV/Å.

Energy relative to the best compared isomer or geometry (same formula, charge and spin) ... 10.6 kcal per mole
SMILES ... O=C(OCC(O)COC(=O)c1cccnc1)c1cccnc1
E_LUMO ... 0.02 eV
Kohn-Sham gap ... 0.3714 Ha
HOMO energy ... -0.37052 Ha
Calculated total energy ... -29000.211 eV


[4]
Here is C15H14N2O5S3V as an isolated structure from OMol25. Energies are from wB97M-V/def2-TZVPD.

The geometry in XYZ format:
```
40
Properties=species:S:1:pos:R:3:forces:R:3
V -0.2291 -0.5156 1.5843 0.5 0.0 0.0
C 1.9789 1.6396 -5.5594 0.0 0.0 0.0
C 1.9429 1.3332 -4.0912 0.0 0.0 0.0
C 2.8855 0.4807 -3.5160 0.0 0.0 0.0
C 2.8775 0.2212 -2.1595 0.1 0.0 0.0
C 1.9017 0.8174 -1.3711 -0.1 -0.1 0.1
C 0.9405 1.6618 -1.9118 0.0 0.0 -0.1
C 0.9763 1.9154 -3.2716 0.0 0.0 0.0
S 1.9257 0.4933 0.3399 0.0 0.2 -0.2
O 3.1582 0.9098 0.9135 -0.1 -0.1 0.1
O 0.6456 1.1088 0.8843 0.0 0.0 0.0
N 1.4998 -1.0123 0.6470 -0.1 0.2 0.1
C 2.3681 -1.9465 1.3315 0.0 0.0 0.1
C 1.6094 -2.3997 2.5670 -0.1 0.0 0.0
O 1.8530 -3.3094 3.2758 0.1 0.0 0.0
O 0.4994 -1.5883 2.7785 -0.1 -0.3 0.0
H 2.5997 0.9290 -6.1009 0.0 0.0 0.0
H 2.3893 2.6378 -5.7238 0.0 0.0 0.0
H 0.9772 1.6242 -5.9876 0.0 0.0 0.0
H 3.6401 0.0200 -4.1400 0.0 0.0 0.0
H 3.6248 -0.4288 -1.7211 0.0 0.0 0.0
H 0.1899 2.1204 -1.2841 0.0 0.0 0.0
H 0.2405 2.5806 -3.7056 0.0 0.0 0.0
H 3.3073 -1.4847 1.6476 0.0 0.0 0.0
H 2.5893 -2.8275 0.7297 0.0 0.0 0.0
S -1.2380 -1.6460 0.0535 0.0 -0.1 -0.1
C -2.5265 -1.1909 1.1629 0.0 0.0 0.1
C -2.7246 -1.9522 2.3308 0.0 0.0 0.0
C -3.6876 -1.5590 3.2431 0.0 0.0 0.0
C -4.4677 -0.4427 2.9785 0.0 0.0 0.0
C -4.3178 0.2837 1.7923 0.0 0.0 0.0
C -3.3513 -0.0792 0.8874 0.1 0.0 0.0
H -2.1094 -2.8234 2.5149 0.0 0.0 0.0
H -3.8289 -2.1225 4.1548 0.0 0.0 0.0
H -5.2215 -0.1368 3.6927 0.0 0.0 0.0
H -4.9510 1.1384 1.5984 0.0 0.0 0.0
H -3.1966 0.4872 -0.0216 0.0 0.0 0.0
O -2.0771 2.8536 3.0675 0.0 0.0 0.0
S -1.6383 1.6176 3.6593 0.0 0.0 -0.1
N -1.0553 0.5916 2.7299 -0.1 0.2 0.3
```
Forces are in eV/Å.

Energy relative to the best compared isomer or geometry (same formula, charge and spin) ... 4.1 kcal per mole
Net charge ... +1
E_LUMO ... -5.51 eV
Kohn-Sham gap ... 0.2605 Ha
HOMO energy ... -0.46308 Ha
Calculated total energy ... -87186.176 eV


[5]
Here is C15H14NO4PbSi as an isolated structure from OMol25. Energies are from wB97M-V/def2-TZVPD.

The geometry in XYZ format:
```
36
Properties=species:S:1:pos:R:3:forces:R:3
Pb 0.9456 -0.4152 -1.7255 0.0 0.1 0.1
O -0.8222 2.5807 1.5799 0.0 0.1 -0.1
C -0.1611 1.8561 0.8939 0.0 -0.1 0.1
O -0.6395 0.7710 0.2667 0.0 0.1 -0.1
C 1.3237 1.9959 0.7110 0.0 0.0 -0.1
C 2.0240 2.9240 1.4529 0.0 0.0 0.0
C 3.4111 2.9444 1.3505 0.0 0.0 0.0
C 4.0426 2.0248 0.5336 0.0 0.0 0.0
C 3.2657 1.1316 -0.1895 0.0 0.0 0.0
N 1.9365 1.1360 -0.1168 0.0 -0.1 0.1
C 3.9223 0.0700 -1.0667 -0.1 0.0 0.0
O 5.1192 0.0026 -1.1093 0.0 0.0 0.0
O 3.0789 -0.7065 -1.7097 0.0 -0.1 0.0
H 1.4797 3.5921 2.1051 0.0 0.0 0.0
H 3.9887 3.6576 1.9228 0.0 0.0 0.0
H 5.1172 1.9675 0.4334 0.0 0.0 0.0
C -3.5573 0.9998 -0.0851 0.0 0.0 0.0
Si -2.1675 0.0050 0.5983 0.2 0.0 0.0
C -2.2463 -0.3266 2.4100 -0.1 0.0 0.0
C -1.7293 -1.4963 -0.4395 -0.1 0.0 -0.1
C -0.6908 -2.3377 -0.0104 0.1 0.0 0.0
C -0.1079 -3.2648 -0.8741 0.0 0.0 0.0
C -0.5690 -3.3744 -2.1848 -0.1 0.0 0.0
C -1.6197 -2.5737 -2.6147 0.0 0.0 0.0
C -2.1896 -1.6425 -1.7483 0.0 -0.1 0.0
H -4.4868 0.4281 -0.0254 0.0 0.0 0.0
H -3.3997 1.2824 -1.1271 0.0 0.0 0.0
H -3.6848 1.9145 0.4956 0.0 0.0 0.0
H -3.1093 -0.9576 2.6355 0.0 0.0 0.0
H -2.3630 0.6111 2.9546 0.0 0.0 0.0
H -1.3561 -0.8313 2.7889 0.0 0.0 0.0
H -0.3277 -2.2755 1.0106 0.0 0.0 0.0
H 0.6863 -3.9117 -0.5225 0.0 0.0 0.0
H -0.1218 -4.0943 -2.8576 0.0 0.0 0.0
H -1.9954 -2.6707 -3.6249 0.0 0.0 0.0
H -2.9968 -1.0166 -2.1113 0.0 0.0 0.0
```
Forces are in eV/Å.

Energy relative to the best compared isomer or geometry (same formula, charge and spin) ... 0.0 kcal per mole
Net charge ... +1
E_LUMO ... -4.46 eV
Kohn-Sham gap ... 0.3228 Ha
HOMO energy ... -0.48686 Ha
Calculated total energy ... -38585.295 eV


[6]
Here is a 14-piece molecular cluster, C15H15BCl39O8 overall from OMol25. Energies are from wB97M-V/def2-TZVPD.

The geometry in XYZ format:
```
78
Properties=species:S:1:pos:R:3:forces:R:3
O 1.0375 2.2626 -1.1479 -0.3 0.9 0.3
C 1.4520 3.2544 -1.7646 0.4 -2.7 0.0
O 2.2978 3.3124 -2.6514 0.0 1.0 -0.3
O 0.8249 4.5066 -1.3642 -1.1 0.5 -0.8
C 0.7372 5.3421 -2.4226 1.3 0.3 1.5
O 1.5437 6.1883 -2.6349 -0.2 0.3 -0.6
O -0.3432 5.1740 -3.2563 -0.2 0.1 -0.7
O -1.5229 5.3740 -2.4791 -0.3 -0.3 0.3
B -2.3261 4.2425 -2.4666 -0.1 -0.5 0.1
O -2.2345 3.2304 -3.3835 0.6 0.5 0.7
O -3.2635 4.1687 -1.4228 0.8 -0.1 -0.3
H -2.1976 2.3862 -2.8960 -0.3 0.4 -0.6
H -2.7241 3.9150 -0.6605 -0.4 0.3 0.4
C 4.8951 -0.8849 1.1286 -0.1 0.0 -0.1
Cl 6.1810 -1.8374 0.3688 -0.1 0.1 0.0
Cl 4.1532 -1.7891 2.4589 0.2 0.1 -0.4
Cl 5.5343 0.6590 1.7055 -0.2 -0.4 -0.2
H 4.1250 -0.6814 0.3809 0.2 -0.1 0.2
C -1.0904 -0.7433 -4.2187 0.3 0.3 0.0
Cl 0.6114 -0.8537 -3.7818 -0.2 0.0 -0.1
Cl -1.9832 0.1829 -3.0095 0.0 -0.7 0.0
Cl -1.2876 0.0125 -5.8021 0.0 -0.1 -0.1
H -1.4930 -1.7470 -4.2576 -0.1 0.1 0.0
C -3.1506 -1.4906 0.9024 0.0 0.1 -0.1
Cl -3.0035 0.0119 0.0005 -0.1 0.0 0.3
Cl -4.8085 -1.7162 1.4760 0.0 -0.1 0.1
Cl -2.6403 -2.8624 -0.0867 0.0 0.0 0.1
H -2.4989 -1.4321 1.7649 0.0 0.0 0.0
C 1.3404 0.5802 3.8363 0.0 0.0 -0.1
Cl 2.0659 -0.8137 4.6303 -0.2 0.0 0.5
Cl 0.2474 0.0488 2.5655 -0.1 0.1 -0.1
Cl 0.5237 1.6268 5.0025 0.0 -0.1 0.0
H 2.1340 1.1485 3.3654 0.0 0.0 0.0
C -4.0359 -6.4298 1.9042 0.0 0.2 -0.1
Cl -3.1211 -5.3571 2.9642 0.1 -0.2 -0.1
Cl -5.7297 -5.9355 1.8344 0.0 0.0 0.0
Cl -3.3290 -6.4633 0.2894 0.0 -0.1 0.0
H -3.9918 -7.4307 2.3140 0.0 0.0 0.0
C -4.5428 -3.9667 6.4992 0.0 0.1 -0.1
Cl -2.8308 -4.0674 6.9215 0.0 0.0 0.0
Cl -5.4291 -3.0302 7.7082 0.0 0.0 0.1
Cl -4.7447 -3.2675 4.8953 -0.1 0.1 0.2
H -4.9472 -4.9710 6.4857 0.0 0.0 0.0
C 8.5453 3.3819 1.6578 -0.1 -0.1 -0.2
Cl 7.0959 3.1375 2.6302 0.1 0.4 0.2
Cl 9.6454 2.0130 1.8629 0.1 0.0 0.0
Cl 8.1326 3.6077 -0.0429 0.1 -0.1 0.4
H 9.0509 4.2746 2.0012 0.0 0.0 0.1
C 0.6487 0.1906 -9.0212 0.0 0.0 0.1
Cl -0.9802 0.8657 -9.1094 0.0 0.0 0.0
Cl 0.5908 -1.5723 -8.9654 0.0 0.0 0.0
Cl 1.6235 0.7394 -10.3867 0.0 0.0 0.0
H 1.1197 0.5361 -8.1044 -0.2 -0.1 -0.3
C 3.8575 1.3700 -5.2463 -0.1 0.0 0.1
Cl 5.2589 0.6943 -6.0991 -0.3 -0.4 -0.1
Cl 2.4319 1.2852 -6.3022 0.1 0.2 0.2
Cl 3.5460 0.5672 -3.7255 0.3 -0.1 -0.1
H 4.0662 2.4123 -5.0349 -0.1 0.0 0.0
C 8.2042 3.4044 -4.1207 -0.2 0.0 0.0
Cl 8.7670 1.9252 -3.3395 0.0 -0.1 -0.1
Cl 6.8846 3.0671 -5.2433 0.5 0.3 0.2
Cl 7.7061 4.5762 -2.9009 0.0 0.2 -0.3
H 9.0249 3.8184 -4.6915 0.0 0.0 0.1
C -4.5450 -8.2989 7.2067 0.1 0.1 0.0
Cl -5.9183 -7.4901 7.9678 0.0 0.0 0.0
Cl -4.2358 -7.6154 5.6088 0.0 0.0 0.0
Cl -3.1098 -8.1793 8.2232 0.0 0.0 0.0
H -4.7906 -9.3459 7.0870 0.0 0.0 0.0
C -5.6816 2.7482 -4.2916 0.2 -0.1 0.0
Cl -4.2962 1.9677 -5.0380 -0.3 -0.1 -0.3
Cl -7.1148 2.6217 -5.3253 0.0 0.1 0.0
Cl -6.0038 2.0548 -2.7004 0.0 0.0 0.0
H -5.4519 3.7982 -4.1628 0.0 0.0 0.0
C -2.9267 -0.5938 9.5640 0.0 0.1 -0.1
Cl -4.3018 0.1779 10.3625 0.0 -0.1 0.0
Cl -2.6249 0.1436 7.9922 0.0 -0.1 0.0
Cl -1.4868 -0.5016 10.5829 0.0 0.0 0.0
H -3.1664 -1.6385 9.4091 0.0 0.0 0.0
```
Forces are in eV/Å.

Energy relative to the best compared isomer or geometry (same formula, charge and spin) ... 0.0 kcal per mole
Net charge ... -1
E_LUMO ... 1.25 eV
Kohn-Sham gap ... 0.2529 Ha
HOMO energy ... -0.20714 Ha
Calculated total energy ... -521231.488 eV